[1]
{"formula": "C19H20ClCsN3O3S", "method": "the ωB97M-V functional and the def2-TZVPD basis", "spin_multiplicity": 1, "gap_ha": 0.2634, "charge": 1, "energy_ev": -54533.6306, "e_homo_ev": -11.371, "symbols": ["O", "S", "O", "O", "C", "C", "C", "C", "C", "N", "C", "C", "C", "C", "C", "C", "C", "Cl", "C", "C", "C", "C", "C", "C", "N", "C", "N", "H", "H", "H", "H", "H", "H", "H", "H", "H", "H", "H", "H", "H", "H", "H", "H", "H", "H", "H", "H", "Cs"], "xyz": [[0.8790, 0.6685, 5.5783], [1.5790, 0.5040, 4.3193], [3.0396, 0.5568, 4.4240], [1.2502, -0.9700, 3.6102], [1.0587, 1.7504, 3.0480], [-0.4805, 2.0465, 3.1621], [-0.9803, 3.2054, 2.1696], [-0.4483, 2.7882, 0.7410], [0.3199, 3.7780, -0.1387], [0.8789, 3.5038, -1.4082], [0.6131, 2.1781, -1.7116], [1.1681, 1.6660, -3.0215], [0.9808, 0.3146, -3.4994], [0.1638, -0.6625, -2.6585], [-0.0181, -2.1259, -3.2030], [0.7267, -3.2037, -2.3084], [2.2815, -3.0129, -2.5837], [3.2924, -4.2511, -1.7357], [-0.3907, -0.2007, -1.3924], [-1.2537, -1.1507, -0.4779], [-2.4428, -1.7005, -1.0904], [-3.3379, -2.5651, -0.2961], [-2.8486, -2.7362, 1.0817], [-1.5971, -2.1174, 1.4805], [-0.7309, -1.3122, 0.7832], [-0.1639, 1.2080, -0.8920], [-0.7030, 1.5174, 0.3458], [1.7436, -0.9091, 2.7603], [1.6695, 2.6970, 3.1584], [1.3712, 1.3025, 2.0617], [-0.7359, 2.3637, 4.2068], [-1.0543, 1.0944, 2.9576], [-2.1053, 3.0987, 2.1622], [-0.6283, 4.2214, 2.4856], [0.4634, 4.8619, 0.2751], [1.7484, 2.3572, -3.6916], [1.4307, -0.0121, -4.4751], [0.4221, -2.1225, -4.2468], [-1.1088, -2.3680, -3.3438], [0.4158, -4.2497, -2.5801], [0.5761, -3.0463, -1.2051], [2.5292, -1.9704, -2.2175], [2.4681, -3.0149, -3.6910], [-2.6866, -1.4734, -2.1555], [-4.2709, -2.9886, -0.7301], [-3.4362, -3.3408, 1.8141], [-1.2697, -2.3243, 2.5412], [-0.3782, 6.1467, -0.4125]], "forces_ev_per_angstrom": [[-0.257, -0.551, -2.124], [2.719, -0.080, 1.376], [-2.028, 0.117, -0.865], [-0.105, 2.211, 0.230], [-0.407, 0.110, -0.243], [-0.103, 0.150, 0.102], [0.428, -1.976, -0.772], [0.643, 1.023, -1.185], [1.224, -3.570, 0.748], [-2.686, -1.468, 4.321], [0.527, -1.375, -2.138], [-0.611, -1.785, -0.275], [-1.018, 1.451, 2.688], [0.057, 1.741, 0.799], [0.092, 0.523, 0.036], [0.967, 0.130, -0.359], [-1.189, 0.920, -0.091], [-0.517, 0.733, -0.493], [0.675, -0.017, -1.249], [0.826, 1.137, -1.763], [-0.550, -1.006, 1.925], [3.184, 1.765, 1.168], [0.060, 0.706, -2.071], [-0.169, -0.622, 1.333], [-3.791, -1.870, -1.442], [0.154, -0.903, -0.548], [1.353, 2.574, -1.487], [-0.308, -0.446, 0.514], [-0.483, -1.247, 0.397], [-0.526, 0.356, 0.960], [0.387, -0.351, -0.858], [0.593, 1.135, 0.048], [1.175, 0.572, -0.013], [-0.350, -0.882, -0.249], [3.112, -8.355, 1.486], [-0.679, -0.587, 1.058], [-0.569, 0.384, 1.187], [-0.424, -0.164, 1.150], [1.148, 0.219, 0.348], [0.231, 1.074, 0.227], [-0.155, -0.143, -1.125], [0.138, -1.327, -0.228], [0.069, -0.385, 1.105], [0.337, -0.065, 1.168], [0.913, 0.317, 0.619], [0.797, 0.648, -0.674], [-0.395, 0.250, -1.243], [-4.492, 8.932, -3.500]], "mulliken_charge": [-0.586, 1.134, -0.604, -0.405, -0.434, -0.682, -0.639, 1.228, -1.316, -0.753, 0.333, -0.510, -0.855, 0.401, -1.040, -0.469, -0.461, -0.193, 0.710, 0.372, -0.488, -0.688, -0.530, -0.337, -0.088, 0.092, -0.067, 0.346, 0.296, 0.218, 0.511, 0.228, 0.306, 0.375, 0.264, 0.356, 0.329, 0.450, 0.255, 0.421, 0.300, 0.267, 0.309, 0.475, 0.418, 0.376, 0.377, 0.999]}

[2]
{"formula": "C19H20F4N4NiS", "method": "the ωB97M-V functional and the def2-TZVPD basis", "spin_multiplicity": 3, "gap_ha": [0.1632, 0.1776], "charge": -2, "s_squared": 2.016, "energy_ev": -88732.9518, "relative_energy_ev": 3.070, "e_homo_ev": [0.452, 0.059], "symbols": ["Ni", "C", "N", "C", "C", "C", "N", "C", "C", "F", "C", "F", "C", "C", "F", "C", "F", "H", "H", "H", "H", "H", "H", "H", "H", "H", "H", "H", "S", "C", "N", "C", "C", "C", "C", "C", "C", "C", "C", "N", "H", "H", "H", "H", "H", "H", "H", "H", "H"], "xyz": [[0.6226, 0.3438, 0.3930], [3.1195, 0.0995, 1.9896], [2.2579, -0.8104, 1.2425], [3.1390, -1.5414, 0.3568], [1.5267, -1.7326, 2.0893], [0.4913, -1.0803, 2.9361], [-0.3900, -0.3348, 2.0440], [-1.6129, -0.0048, 2.5011], [-2.6535, 0.3239, 1.5472], [-2.2806, 0.3302, 0.2498], [-3.9169, 0.6579, 1.9623], [-4.8960, 0.9013, 1.0314], [-4.3031, 0.7375, 3.2873], [-3.2756, 0.5215, 4.2168], [-3.5272, 0.5854, 5.5581], [-1.9821, 0.1345, 3.8570], [-1.0496, 0.0432, 4.8504], [3.9478, -0.4161, 2.5320], [2.5678, 0.7671, 2.6023], [3.5557, 0.7984, 1.2727], [3.9778, -2.0050, 0.8879], [3.5541, -0.8167, -0.3861], [2.6326, -2.2692, -0.2137], [2.2173, -2.2819, 2.7257], [1.0073, -2.4734, 1.4649], [0.9663, -0.4589, 3.6833], [-0.0723, -1.8664, 3.5186], [-5.3002, 0.9743, 3.5206], [4.3460, 2.3273, -1.2464], [2.7637, 1.8328, -1.0413], [1.7174, 1.9613, -1.7051], [0.4151, 2.6490, -4.0956], [-0.2124, 1.3491, -3.7463], [-1.0887, 0.8424, -4.6371], [-1.7060, -0.3830, -4.5579], [-1.4811, -1.1392, -3.4338], [-0.6146, -0.6729, -2.4293], [-0.3517, -1.5679, -1.2759], [-0.0237, 0.6329, -2.5128], [0.6568, 1.0552, -1.4040], [-0.2403, 3.1112, -4.8939], [1.4424, 2.5569, -4.4741], [0.5076, 3.2942, -3.2302], [-1.3302, 1.3978, -5.5263], [-2.4114, -0.6551, -5.3427], [-1.8855, -2.1355, -3.3037], [-0.4788, -2.6530, -1.5360], [-1.0012, -1.4547, -0.4220], [0.6530, -1.4754, -0.9066]], "forces_ev_per_angstrom": [[-0.258, -0.196, 0.215], [0.672, 0.348, -0.673], [0.171, 0.004, 0.237], [0.934, 1.544, -0.981], [-0.019, -0.901, -0.095], [-1.211, 0.147, 0.384], [-0.531, 0.002, 0.383], [0.965, 0.209, -0.867], [0.739, 0.019, 0.523], [-0.724, 0.046, 0.444], [-0.175, -0.026, -1.094], [0.496, -0.066, 0.212], [1.847, -0.222, 0.739], [0.077, -0.659, -0.199], [-0.202, 0.208, -0.313], [-1.206, 0.389, 0.154], [-0.280, 0.003, -0.178], [-0.537, 0.079, -0.056], [-0.695, 0.191, 1.019], [0.262, -0.257, -0.216], [0.040, -0.125, 0.211], [-0.161, -0.420, 0.597], [-0.834, -0.992, -0.482], [0.412, -0.332, 0.347], [0.242, 0.214, -0.167], [0.240, 0.329, 0.351], [0.476, 0.474, -0.514], [-0.936, 0.210, 0.494], [0.575, 0.279, 0.332], [0.197, -0.126, -0.080], [-0.465, -0.084, -0.474], [-0.264, 0.955, -0.621], [0.667, -0.127, 1.305], [-0.626, -0.366, -1.427], [-1.028, -0.404, -0.214], [1.006, 0.015, 0.852], [-0.925, 0.143, -0.895], [-0.260, -1.772, -0.114], [0.284, -0.230, 0.743], [0.074, 0.063, -0.560], [0.811, -0.156, 0.727], [-0.207, -0.113, 0.018], [-0.146, 0.238, 0.009], [0.153, 0.498, -0.332], [0.127, -0.209, 0.185], [-0.180, -0.072, -0.100], [0.056, 0.682, -0.240], [-0.254, 0.426, 0.303], [0.600, 0.140, 0.105]], "mulliken_charge": [-0.130, -1.132, 0.833, -1.397, -0.994, -0.540, 0.009, 0.567, -0.167, -0.105, 0.131, -0.351, -0.963, 0.324, -0.358, 0.159, -0.328, 0.280, 0.305, 0.204, 0.382, 0.264, 0.445, 0.369, 0.323, 0.289, 0.432, 0.517, -0.503, -0.455, -0.450, -1.156, 0.920, -0.681, -0.898, -0.622, 0.962, -1.501, 0.422, 0.019, 0.368, 0.197, 0.343, 0.219, 0.302, 0.333, 0.395, 0.279, 0.137]}